No. 1
Formula: C4H10I2N
Source: the Open Molecules 2025 dataset
Level of theory: ωB97M-V/def2-TZVPD

Output
- E (Ha) = -808.0808
- M (g/mol) = 325.9
- 2S+1 = 3
- expectation value of S² = 2.0131
- frontier orbital gap (alpha / beta) (eV) = 6.3476 / 5.3940
- relative energy (zero: lowest compared OMol25 entry of this formula, charge and spin) (kJ/mol) = 21.5
- net charge = +1
- LUMO energy (alpha / beta) (eV) = -4.077 / -8.410

Geometry as XYZ:
```
17
C4H10I2N, DFT ωB97M-V/def2-TZVPD
C -0.89777 -0.36979 1.87898
C 0.98879 1.42210 -1.34721
C -1.23116 -0.47971 0.40075
C -0.19400 -1.03444 -0.42368
N 1.27672 0.38183 -0.43441
I 0.78754 -2.74612 0.33992
I -0.61504 -1.18049 -2.50097
H -0.04249 0.23781 2.12249
H -0.67954 -1.28540 2.36434
H -1.98108 -0.01231 2.34893
H 1.09622 1.05844 -2.37689
H -0.01053 1.80275 -1.13805
H 1.49701 2.31817 -1.30256
H -2.19354 -1.03894 0.38824
H -1.50228 0.59389 -0.07605
H 1.61007 0.62178 0.50930
H 2.09108 -0.28957 -0.75311
```

---

No. 2
Formula: C4H10IN2O2
Source: the Open Molecules 2025 dataset
Level of theory: ωB97M-V/def2-TZVPD

Output
- E (Ha) = -716.2638
- M (g/mol) = 245.0
- 2S+1 = 1
- frontier orbital gap (eV) = 7.5025
- relative energy (zero: lowest compared OMol25 entry of this formula, charge and spin) (kJ/mol) = 31.4
- net charge = -1
- LUMO energy (eV) = 3.162

Geometry as XYZ:
```
19
C4H10IN2O2, DFT ωB97M-V/def2-TZVPD
I -0.22961 -1.27106 0.56019
O 4.28235 -0.43378 3.89248
C 3.18608 -0.61677 3.35979
N 3.05609 -1.15304 2.13226
C 1.89073 -0.24796 4.04975
H 3.91215 -1.41013 1.66875
H 2.18590 -1.36681 1.65280
H 1.06336 -0.79799 3.59053
H 1.68227 0.81452 3.97319
H 1.96046 -0.55848 5.08989
O -2.53030 -1.01127 -3.65131
C -2.46706 0.15643 -3.31594
N -1.82141 0.58918 -2.20812
C -3.14575 1.23580 -4.13519
H -1.22543 -0.03627 -1.66765
H -1.77970 1.56029 -1.96558
H -2.98954 2.23637 -3.72014
H -4.22589 1.07797 -4.13866
H -2.80471 1.23300 -5.16704
```

---

No. 3
Formula: C4H10IN2S
Source: the Open Molecules 2025 dataset
Level of theory: ωB97M-V/def2-TZVPD

Output
- E (Ha) = -963.4735
- M (g/mol) = 245.1
- 2S+1 = 1
- frontier orbital gap (eV) = 7.9907
- relative energy (zero: lowest compared OMol25 entry of this formula, charge and spin) (kJ/mol) = 102.4
- net charge = +1
- LUMO energy (eV) = -4.484

Geometry as XYZ:
```
18
C4H10IN2S, DFT ωB97M-V/def2-TZVPD
C 0.02192 1.35839 -1.20936
C -0.02654 -0.08730 -1.22629
C -0.66718 0.52434 -0.06519
C 1.15211 2.33062 -0.95121
N -0.43517 -2.64290 1.06563
N -0.03375 0.01974 1.17163
S 0.47568 -1.46551 -1.85000
I -2.78474 0.31418 0.12923
H -0.65330 1.69726 -1.85562
H 0.73790 3.29381 -0.68404
H 1.64843 2.27133 -1.91815
H 1.70585 1.92654 -0.17410
H -0.46509 -1.57928 1.20582
H -0.81698 -2.81839 1.99601
H 0.98174 -0.01963 1.10535
H -0.20120 0.64340 2.00068
H 0.49109 -3.04520 0.89539
H -1.13077 -2.72140 0.36423
```

---

No. 4
Formula: C4H10IN2S
Source: the Open Molecules 2025 dataset
Level of theory: ωB97M-V/def2-TZVPD

Output
- E (Ha) = -963.4354
- M (g/mol) = 245.1
- 2S+1 = 1
- frontier orbital gap (eV) = 8.7676
- relative energy (zero: lowest compared OMol25 entry of this formula, charge and spin) (kJ/mol) = 202.3
- net charge = +1
- LUMO energy (eV) = -4.341

Geometry as XYZ:
```
18
C4H10IN2S, DFT ωB97M-V/def2-TZVPD
C 0.04370 0.14207 -1.05390
C 0.25100 1.01518 0.20666
C 1.02381 -0.15464 -0.00863
C -1.17237 -0.70571 -1.27208
N -0.85591 0.87463 1.12872
N 0.18325 -1.49274 1.15146
S 1.23171 2.55979 0.03797
I 3.09574 -0.57259 -0.14095
H 0.47229 0.66197 -1.98506
H -1.65061 -0.51341 -2.13198
H -1.80674 -0.61001 -0.41579
H -0.70081 -1.67270 -1.14083
H -0.64601 1.04338 2.05946
H -1.59768 1.60227 0.89499
H 0.80105 -1.47124 1.90956
H -0.00163 -2.24409 0.48944
H -0.58315 -0.82956 1.30028
H 1.91236 2.36741 -1.02932
```

---

No. 5
Formula: C4H10IOPS
Source: the Open Molecules 2025 dataset
Level of theory: ωB97M-V/def2-TZVPD

Output
- E (Ha) = -1270.8247
- M (g/mol) = 264.1
- 2S+1 = 1
- frontier orbital gap (eV) = 7.4855
- relative energy (zero: lowest compared OMol25 entry of this formula, charge and spin) (kJ/mol) = 0.0
- LUMO energy (eV) = -1.436

Geometry as XYZ:
```
18
C4H10IOPS, DFT ωB97M-V/def2-TZVPD
C 2.04606 -0.80181 1.12445
C 1.61105 -0.62306 -0.28168
C 0.09722 -0.51423 -0.47822
C -0.41425 0.64841 0.32984
O -2.10029 2.89820 0.05262
P -1.75984 1.54912 -0.50734
S -2.91499 -0.71248 -1.24587
I -5.03178 -0.30818 -0.08821
H 1.34336 -0.26487 1.70905
H 3.10005 -0.39119 1.32214
H 2.13359 -1.85570 1.58141
H 1.98423 0.29431 -0.67593
H 2.00092 -1.45415 -0.92932
H -0.24452 -1.51369 -0.25223
H -0.20868 -0.39183 -1.54502
H -0.91505 0.29980 1.14888
H 0.57433 1.24263 0.64230
H -1.30140 1.89874 -1.90686
```

---

No. 6
Formula: C4H10N
Source: the Open Molecules 2025 dataset
Level of theory: ωB97M-V/def2-TZVPD

Output
- E (Ha) = -212.9979
- M (g/mol) = 72.1
- 2S+1 = 2
- expectation value of S² = 0.7651
- frontier orbital gap (alpha / beta) (eV) = 10.0872 / 8.7414
- relative energy (zero: lowest compared OMol25 entry of this formula, charge and spin) (kJ/mol) = 203.0
- LUMO energy (alpha / beta) (eV) = 1.056 / -0.781

Geometry as XYZ:
```
15
C4H10N, DFT ωB97M-V/def2-TZVPD
C -0.00457 2.08418 -1.71812
C 0.67581 1.47614 -0.46642
C 0.08481 0.10207 -0.08590
C 0.57954 -0.93071 0.63475
N -1.05340 -3.19129 1.71103
H 0.20577 1.58449 -2.65825
H -1.13299 2.03543 -1.49234
H 0.07036 3.15997 -1.88335
H 1.85504 1.61777 -0.45454
H 0.25359 2.19372 0.41490
H -1.00548 0.25882 -0.39202
H 1.51447 -0.87129 1.30033
H -0.66042 -3.96509 1.09228
H -0.63356 -2.29373 1.30843
H -0.74897 -3.26048 2.68922
```

---

No. 7
Formula: C4H10N
Source: the Open Molecules 2025 dataset
Level of theory: ωB97M-V/def2-TZVPD

Output
- E (Ha) = -212.7043
- M (g/mol) = 72.1
- 2S+1 = 1
- frontier orbital gap (eV) = 6.3865
- relative energy (zero: lowest compared OMol25 entry of this formula, charge and spin) (kJ/mol) = 567.2
- net charge = +1
- LUMO energy (eV) = -8.086

Geometry as XYZ:
```
15
C4H10N, DFT ωB97M-V/def2-TZVPD
C -0.04095 1.03343 0.74303
C -0.77446 -0.23892 0.50085
C -1.28821 -0.24152 -0.92456
C -0.63207 -0.69414 -2.00301
N 2.11388 -0.04188 1.27498
H -0.60819 1.78492 1.30892
H 0.25172 1.58954 -0.12722
H -1.65087 -0.54478 1.09476
H -0.18827 -1.16156 0.67675
H -2.23598 0.26861 -1.10763
H -1.11798 -0.75612 -2.96408
H 0.38947 -1.04024 -1.92606
H 2.36429 -0.07678 2.26719
H 1.18273 0.55717 1.15203
H 3.00641 0.20162 0.83633
```

---

No. 8
Formula: C4H10N
Source: the Open Molecules 2025 dataset
Level of theory: ωB97M-V/def2-TZVPD

Output
- E (Ha) = -212.8949
- M (g/mol) = 72.1
- 2S+1 = 1
- frontier orbital gap (eV) = 12.6190
- relative energy (zero: lowest compared OMol25 entry of this formula, charge and spin) (kJ/mol) = 66.9
- net charge = +1
- LUMO energy (eV) = -3.444

Geometry as XYZ:
```
15
C4H10N, DFT ωB97M-V/def2-TZVPD
C 0.49079 -0.82594 0.80386
N 1.03241 0.53451 0.36584
C 0.22229 0.90065 -0.89823
C -0.92583 -0.07725 -0.83988
C -0.99471 -0.59983 0.56435
H 1.02106 -1.04564 1.72603
H 0.88548 -1.53935 0.08400
H 0.91558 1.23437 1.09052
H 1.99829 0.36361 0.10044
H 0.10229 1.97311 -0.89634
H 0.87240 0.58540 -1.70728
H -0.84414 -0.89635 -1.57010
H -1.80437 0.28049 -1.40118
H -1.30330 0.13605 1.31047
H -1.59148 -1.48313 0.73776
```

---

No. 9
Formula: C4H10N
Source: the Open Molecules 2025 dataset
Level of theory: ωB97M-V/def2-TZVPD

Output
- E (Ha) = -212.6680
- M (g/mol) = 72.1
- 2S+1 = 1
- frontier orbital gap (alpha / beta) (eV) = 4.7913 / 4.8247
- relative energy (zero: lowest compared OMol25 entry of this formula, charge and spin) (kJ/mol) = 662.5
- net charge = +1
- LUMO energy (alpha / beta) (eV) = -8.635 / -8.621

Geometry as XYZ:
```
15
C4H10N, DFT ωB97M-V/def2-TZVPD
C -0.25839 0.81189 -2.91345
C -0.55468 -0.30128 -2.30412
C -0.91010 0.09969 1.84038
C 1.44846 -0.24761 1.55373
N 0.26923 0.19613 1.05566
H 0.83387 1.08856 -2.91808
H -1.12483 1.29538 -3.21906
H 0.16208 -0.89351 -1.91300
H -0.94236 1.10421 2.21345
H -1.63309 -0.02942 1.00410
H -0.85810 -0.77143 2.42741
H 1.64508 -0.91355 2.50909
H 1.87756 -0.78086 0.66547
H 1.96405 0.64597 1.88473
H -1.54663 -0.84703 -2.26666
```

---

No. 10
Formula: C4H10N
Source: the Open Molecules 2025 dataset
Level of theory: ωB97M-V/def2-TZVPD

Output
- E (Ha) = -212.8203
- M (g/mol) = 72.1
- 2S+1 = 1
- frontier orbital gap (eV) = 10.8585
- relative energy (zero: lowest compared OMol25 entry of this formula, charge and spin) (kJ/mol) = 262.6
- net charge = +1
- LUMO energy (eV) = -3.898

Geometry as XYZ:
```
15
C4H10N, DFT ωB97M-V/def2-TZVPD
C -0.26839 -1.65147 -0.90626
C -0.88800 -0.46625 -0.22957
C 0.20614 0.52136 0.08718
C 1.01472 1.18644 -0.74108
N 0.13034 0.80326 1.56948
H 0.85212 -1.71774 -0.65629
H -0.51410 -2.51314 -0.45288
H -0.36476 -1.62443 -1.95431
H -1.58753 0.19080 -0.71394
H -1.47533 -0.70655 0.54706
H 0.97550 1.37352 -1.93166
H 1.64100 2.03609 -0.43012
H 0.24663 1.77974 1.94365
H 0.86686 0.19893 1.96298
H -0.83519 0.58945 1.90577
```

---

No. 11
Formula: C4H10N2
Source: the Open Molecules 2025 dataset
Level of theory: ωB97M-V/def2-TZVPD

Output
- E (Ha) = -267.7973
- M (g/mol) = 86.1
- 2S+1 = 2
- expectation value of S² = 0.7522
- frontier orbital gap (alpha / beta) (eV) = 2.1290 / 7.3510
- relative energy (zero: lowest compared OMol25 entry of this formula, charge and spin) (kJ/mol) = 127.7
- net charge = -1
- LUMO energy (alpha / beta) (eV) = 3.686 / 3.634

Geometry as XYZ:
```
16
C4H10N2, DFT ωB97M-V/def2-TZVPD
C -0.31918 2.94379 1.37901
N -0.24893 0.95541 -0.64495
C 0.00897 0.70220 0.67743
N -0.20120 1.52231 1.64006
H 0.57125 3.43427 1.77659
H -1.21810 3.34711 1.85691
H -0.43886 3.24297 0.32797
H -0.06422 0.19153 -1.29383
H -0.97861 1.62390 -0.84023
H 0.45531 -0.25534 0.92530
C 1.04616 -2.84078 -0.98544
C -0.26245 -3.07816 -0.94329
H 1.69474 -3.04594 -0.13951
H 1.56451 -2.44891 -1.85295
H -0.76466 -3.40293 -0.04398
H -0.84472 -2.89142 -1.83909
```

---

No. 12
Formula: C4H10N2
Source: the Open Molecules 2025 dataset
Level of theory: ωB97M-V/def2-TZVPD

Output
- E (Ha) = -267.8426
- M (g/mol) = 86.1
- 2S+1 = 1
- frontier orbital gap (eV) = 9.4972
- relative energy (zero: lowest compared OMol25 entry of this formula, charge and spin) (kJ/mol) = 217.1
- LUMO energy (eV) = 1.244

Geometry as XYZ:
```
16
C4H10N2, DFT ωB97M-V/def2-TZVPD
C -4.18203 0.51796 -2.27562
C -4.97711 1.08187 -1.35103
N -6.34095 1.22602 -1.57133
H -4.63388 0.13039 -3.17426
H -3.11973 0.47693 -2.09973
H -4.67121 1.65576 -0.49021
H -6.68780 0.65532 -2.31831
H -6.99671 1.23622 -0.82189
C 5.65164 -1.18905 0.90633
C 4.64931 -0.44807 2.89372
N 5.65574 -0.93442 2.31965
H 5.06753 -0.52435 0.26971
H 5.51387 -2.25636 0.70143
H 6.68894 -1.08602 0.55918
H 4.75266 -0.18464 3.94559
H 3.62974 -0.35754 2.50676
```

---

Q: Which value of relative energy (zero: lowest compared OMol25 entry of this formula, charge and spin) does entry 5 give?
A: 0.0 kJ/mol

---

Q: M of number 12 (C4H10N2)?
A: 86.1 g/mol